Entry 1:
# C4HNO3

2 unconnected molecules or ions with the total composition C4HNO3 at a distorted geometry (ωB97M-V with the def2-TZVPD basis set, the Open Molecules 2025 dataset).

ORCA input file:
```
! wB97M-V def2-TZVPD RIJCOSX def2/J DEFGRID3
* xyz -2 1
C 0.0179 -2.3947 -0.7996
C -1.1198 2.8732 0.6583
O 1.9701 0.5342 0.7373
H -1.5586 3.7491 -0.1316
C -0.8696 2.0465 1.5608
O 0.0883 -3.1653 0.1349
C 1.2118 -0.2243 0.2305
N 0.5930 -1.0006 -0.4124
O -0.3331 -2.4181 -1.9782
*
```

- Max |F|: 4.27 eV Å⁻¹
- ΔE to the lowest compared entry with this formula, charge and spin: 85.3 kJ/mol
- HOMO-LUMO gap: 7.27 eV



Entry 2:
# C4H5NO3

A molecular structure, C4H5NO3 at a distorted geometry (ωB97M-V with the def2-TZVPD basis set, the Open Molecules 2025 dataset).

ORCA input file:
```
! wB97M-V def2-TZVPD RIJCOSX def2/J DEFGRID3
* xyz 0 1
N 1.7514 -0.0910 -1.7177
C 1.3966 0.1135 -0.5471
H -0.0204 0.1199 2.1918
C -0.6709 0.6312 0.2057
O 0.0061 -2.3147 0.1548
C 0.0210 -1.1446 0.4113
H -1.7245 1.3084 -1.1941
C -0.6710 -0.2841 1.4160
H -1.6403 -0.6240 1.7859
H 1.0865 -0.0506 -2.4801
O 0.2706 1.4606 -0.1061
O -1.8374 0.6985 -0.4463
H 2.0323 0.1769 0.3260
*
```

- Max |F|: 3.01 eV Å⁻¹
- ΔE to the lowest compared entry with this formula, charge and spin: 515.2 kJ/mol
- HOMO-LUMO gap (spin up / spin down): 7.24 / 7.24 eV



Entry 3:
# C18H30O18S3

A molecular structure, C18H30O18S3 at a distorted geometry (ωB97M-V with the def2-TZVPD basis set, the Open Molecules 2025 dataset).

ORCA input file:
```
! wB97M-V def2-TZVPD RIJCOSX def2/J DEFGRID3
* xyz 0 1
C 4.0911 39.6450 25.8728
S 9.0719 32.4278 15.4748
O 10.3280 31.4198 15.0885
C 3.7950 37.3359 25.9589
H 1.2097 32.0092 17.2511
C -2.3304 39.9814 22.7285
C 0.4825 32.3684 17.9792
H -1.4698 39.4017 22.3947
H 3.7967 38.6995 27.7951
C -8.0407 26.2521 19.9437
H 4.7867 36.9695 26.2239
H 11.8150 31.4575 13.6972
H 5.1047 39.8141 26.2362
O -0.4526 25.9919 8.3461
H 3.6778 40.6383 25.6982
H 2.3676 38.6490 26.7108
O -9.4699 26.1538 19.6393
C 1.0547 28.6099 10.1922
H 0.3045 29.3443 10.4854
H 1.6330 33.9181 19.1682
H -2.8476 39.1858 23.2648
H 11.2613 34.1462 13.6476
C 3.4556 38.6104 26.7637
H 1.3758 28.1968 8.1631
H -0.6071 33.7082 20.0372
H 12.2032 33.4105 14.9154
H 0.7818 27.4091 12.1677
C 10.9044 31.9912 13.9697
H -0.2594 28.6609 8.4881
O -0.7945 30.1711 18.2164
H 0.5805 33.0886 21.1997
O 0.2840 26.3602 10.4002
H -6.9642 28.1091 20.4501
C 1.1002 27.3412 11.1274
C 0.1446 26.6827 9.1244
C -7.6763 27.7263 19.7190
O -3.1918 42.0246 21.9197
C 0.5591 28.0508 8.8700
C 11.2406 33.3636 14.4061
O -1.7548 43.4968 23.4020
H 2.1215 26.9861 11.2649
H 2.0404 29.0736 10.2325
H -7.8861 26.0071 20.9945
H -4.0612 40.1065 21.5155
O -3.9402 42.6067 24.2575
H 10.2473 31.9258 13.1025
O -8.8766 28.3711 20.0637
C -3.1186 40.6375 21.6490
O -2.0544 40.9366 23.7843
C -0.2594 31.1898 18.6714
H -2.6450 40.7144 20.6703
O -10.1883 27.8722 17.9776
O 8.5869 32.0978 16.8204
O -0.4130 31.5225 19.9823
O -11.4724 27.7642 20.2095
C 3.9786 39.0736 24.5333
H -0.1616 33.0270 17.3964
S -10.2243 27.6673 19.4357
H -7.4946 25.5373 19.3280
S -2.7438 42.4511 23.4692
H 3.1664 36.4913 26.2413
O 10.1237 33.6495 15.3082
O 8.1420 32.4913 14.3921
C 1.1630 32.9351 19.1951
O 4.3785 39.6801 23.5059
H 1.9776 32.2404 19.3995
O 3.6800 37.7994 24.6529
C 0.0446 32.8679 20.2766
H -7.3506 27.9072 18.6946
*
```

- Max |F|: 5.54 eV Å⁻¹
- ΔE to the lowest compared entry with this formula, charge and spin: 0.0 kJ/mol
- HOMO-LUMO gap: 10.27 eV



Entry 4:
# C26H46LuO2P2

A molecular structure, C26H46LuO2P2 at a distorted geometry (ωB97M-V with the def2-TZVPD basis set, the Open Molecules 2025 dataset).

ORCA input file:
```
! wB97M-V def2-TZVPD RIJCOSX def2/J DEFGRID3
* xyz 1 1
H 2.0190 4.2275 1.2365
H 4.5561 -1.9499 -1.8295
H -2.3748 -0.7851 -3.8269
H -3.1199 3.1008 3.0070
C 1.9201 1.2775 2.8700
H 0.6969 -1.8452 -1.2567
H -3.4144 1.4200 2.5565
H 0.5875 3.7590 -2.6521
C -0.9166 0.8070 3.9610
O 0.4028 -1.5221 1.6666
C 4.0562 -2.8784 -1.5291
C -2.1662 -2.0166 0.2950
C -2.1296 -4.8271 0.9436
H 3.6359 -3.3945 -2.3990
H 1.9682 0.1914 3.0238
H 0.7086 -1.7794 4.1681
C 0.0366 -2.6860 1.8403
H -0.4896 1.3902 4.7934
H 1.6620 -3.2574 4.4915
C 1.7402 3.4051 0.5464
H 4.8052 -3.5364 -1.0674
H -1.9986 0.7377 4.1275
H -2.3305 -5.3539 -0.0163
H -0.5152 0.5686 -4.5476
H 0.1109 -1.0220 -4.2746
C -1.2997 4.1501 0.2133
H -1.5476 2.4434 -4.2549
P -1.0819 -3.4378 0.5664
C -0.7932 2.9531 0.9270
O 0.4343 -3.4129 2.8884
C 1.1723 -2.8389 -1.2030
C -2.0624 1.8708 -2.2335
H 1.4950 -0.4518 -2.5137
C 1.0907 1.6625 -2.5852
H -2.6445 -1.7294 1.2382
H 2.9843 -0.3130 0.7286
H 1.4858 3.8741 -0.4167
C -2.9627 2.3574 2.2045
H -1.5840 -1.1309 0.0013
C 0.6880 1.6812 2.1666
H -2.9536 -2.2154 -0.4418
H 0.5373 -4.8078 -0.4971
H -1.5932 -5.4719 1.6560
H -0.4907 -0.2017 4.0218
C -1.5323 2.1830 1.8823
H -2.3317 4.0148 -0.1418
H -2.8129 2.4396 -1.6807
C -0.3151 -0.1528 -3.7376
H -0.6740 4.4223 -0.6493
C 0.7377 0.3204 -2.7612
C 1.2939 -2.5869 3.7215
C -1.2669 2.6788 -3.2233
C 0.6071 2.6164 1.0911
H 1.7812 -0.2974 -0.5496
H -2.6929 0.1326 -1.1807
H -0.5614 -4.0192 -1.6579
C -0.6115 1.4674 2.6722
C -1.6142 -0.5719 -3.0471
H 2.1197 -2.1738 3.1353
H -3.5295 2.6855 1.3258
H -1.3056 5.0350 0.8782
H -3.0772 -4.4473 1.3713
P 2.7606 -2.5621 -0.2282
H 2.8197 1.5803 2.3266
C 2.7608 -0.7230 -0.2675
H 2.0462 1.9342 -2.1385
C -2.0784 0.4851 -2.0397
H 3.4652 -0.3119 -1.0118
H 0.6309 3.0254 -4.1933
H -1.4582 -1.5447 -2.5542
H 2.6309 2.7743 0.3955
H 1.9765 1.7371 3.8697
C 0.0776 -3.8437 -0.7708
C 0.3022 2.8058 -3.1502
Lu -0.3522 1.2834 -0.9597
H -1.6235 3.7046 -3.0917
H 1.5021 -3.1032 -2.2287
*
```

- Max |F|: 8.10 eV Å⁻¹
- ΔE to the lowest compared entry with this formula, charge and spin: 716.0 kJ/mol
- HOMO-LUMO gap: 4.54 eV



Entry 5:
# C6H9N

A single C6H9N molecule at a distorted geometry (ωB97M-V with the def2-TZVPD basis set, the Open Molecules 2025 dataset).

ORCA input file:
```
! wB97M-V def2-TZVPD RIJCOSX def2/J DEFGRID3
* xyz 0 1
H -1.9534 0.1580 1.2159
H 0.0506 2.0328 0.5924
H 2.2518 0.1557 1.0702
H 0.1656 0.4459 -2.1299
H -1.0976 -1.8883 0.4309
H 1.0257 -0.7306 1.9873
H 1.5435 1.2092 -1.2309
C -1.5750 0.3714 0.2354
C 0.5839 0.7092 -1.1585
N -1.9692 -0.4300 -0.8797
C -0.2490 1.1455 0.0410
C -0.8959 -0.9473 -0.0680
C 0.4488 -0.1908 -0.0035
H 1.9423 -1.5629 0.7132
H -1.6433 -0.0560 -1.7634
C 1.4783 -0.6140 0.9909
*
```

- Max |F|: 1.76 eV Å⁻¹
- ΔE to the lowest compared entry with this formula, charge and spin: 409.8 kJ/mol
- HOMO-LUMO gap: 9.06 eV
- SMILES string: C[C@]12C[C@H]1[C@H]1N[C@H]12



Entry 6:
# C20H47FNO17P5S

4 unconnected molecules or ions with the total composition C20H47FNO17P5S at a distorted geometry (ωB97M-V with the def2-TZVPD basis set, the Open Molecules 2025 dataset).

ORCA input file:
```
! wB97M-V def2-TZVPD RIJCOSX def2/J DEFGRID3
* xyz 0 1
C 0.6020 1.6864 -1.2930
O 0.4039 7.4954 5.0969
H -7.8560 -3.0587 -4.8075
H 3.8902 -2.4265 -1.8492
H -4.8829 0.2370 -0.9496
H 1.4991 5.1014 6.9116
H -3.5446 0.3505 -4.4366
C 3.6053 2.4462 0.6522
C 6.8055 -6.1199 -0.0210
C -1.5305 0.8494 0.1037
H 1.9461 4.7165 2.5557
H -9.6064 -3.0890 -4.4799
O -0.2386 -1.4538 -2.7211
O -9.2066 -0.8122 -1.1233
P 1.8284 0.2303 -1.1447
H -3.4011 0.2009 1.1766
O 1.3921 1.3740 1.7058
C -0.8873 1.2563 -1.1362
H 3.2959 0.3493 -2.9408
C -7.9790 -3.1162 -0.1079
H 4.1194 -3.5485 3.6474
C 0.9800 9.2008 2.8882
C -3.8043 0.5135 -1.0183
O 5.9627 -6.2631 1.1179
O 0.7842 0.4318 -4.2674
H 0.3513 9.7153 3.6157
O 0.5664 7.8384 2.7690
C 4.7654 -3.1901 2.8456
H 6.5592 -7.9657 2.8964
H -4.9754 0.2472 -3.3690
H 2.7067 -1.4075 -4.2693
O 5.5343 -5.8190 3.6433
H -7.8320 -2.2654 0.5581
H 0.5434 4.8100 1.4581
H 5.3320 -0.2544 -2.1212
O -7.8982 -2.6857 -1.4676
O 5.0565 -4.2594 1.9395
H 3.6291 -1.9979 -0.1140
H 7.9840 -7.8484 3.9527
H 0.5582 3.6388 2.7940
H 0.6818 2.1873 -2.3048
H 0.0885 5.1307 5.8305
H 0.8580 9.6832 1.9181
P 6.2843 -5.3299 2.4250
H 3.5455 2.9457 -0.3502
N 3.3566 0.4505 -1.9254
H -8.9151 -1.8042 -5.4873
O -10.7723 -1.3724 -2.7390
H 8.1855 -8.1156 2.2083
P -9.3061 -1.9659 -2.1048
H 4.2396 -2.4065 2.2989
O 3.2910 -0.0265 1.5815
H -9.8525 0.4884 -3.0791
O 7.7016 -6.2044 2.7648
H 3.2372 3.2051 1.4036
C 4.5061 -0.2823 -1.3463
C -1.7422 1.2824 -2.3515
C 7.5848 -7.6079 2.9668
S 2.5109 0.9695 0.7913
C -4.0745 0.8915 -3.5985
C 0.8567 4.6418 2.4909
P 1.0033 -0.6907 -3.0351
H 7.0981 -7.1129 -0.3637
H 4.9653 0.2102 -0.4398
O 0.2146 5.5884 3.3415
O 1.9389 5.6918 4.9998
H -1.3151 1.5746 -3.3490
H -4.4619 1.8950 -3.9069
C 4.2737 -1.7963 -1.0064
H 1.3082 3.8568 5.6590
C -2.9625 0.4863 0.1849
H 7.7097 -5.5505 0.2100
H 0.8487 2.5113 -0.5578
O 2.0664 -1.8520 -3.6760
C -3.1658 0.9122 -2.3220
C -10.8018 -0.0286 -3.2053
H 5.2927 -2.2201 -0.7473
F 1.2606 -1.1055 -0.3692
H -8.9411 -3.5857 0.0966
C 1.1527 4.9119 5.8952
O -8.5024 -1.6113 -3.4865
H 6.2560 -5.6152 -0.8179
H 2.0257 9.2669 3.1889
H -0.9588 0.8330 1.0596
H 1.4443 1.1456 -4.1461
H -7.1846 -3.8411 0.0706
C -8.7369 -2.4420 -4.6211
H -11.0562 -0.0388 -4.2679
H -11.5799 0.5075 -2.6610
H 4.6683 2.2242 0.9467
H 5.6837 -2.7775 3.2635
P 1.1321 6.7838 3.9788
*
```

- Max |F|: 9.26 eV Å⁻¹
- ΔE to the lowest compared entry with this formula, charge and spin: 691.5 kJ/mol
- HOMO-LUMO gap: 6.11 eV
- SMILES string: CCNP(F)(Cc1cccc(C)c1)(P(=O)(O)O)S(C)(=O)=O.COP(=O)(OC)OC.COP(=O)(OC)OC.COP(=O)(OC)OC



Entry 7:
# C5H13NOS

A single C5H13NOS molecule at a distorted geometry (ωB97M-V with the def2-TZVPD basis set, the Open Molecules 2025 dataset).

ORCA input file:
```
! wB97M-V def2-TZVPD RIJCOSX def2/J DEFGRID3
* xyz 0 1
C 2.7836 0.4168 -0.5605
C -0.4417 -1.6208 1.1731
O 0.7902 0.7914 1.6298
H -2.4335 -1.5878 1.9410
H -1.2703 2.7317 -1.5563
H 2.6160 1.2782 0.0992
H 0.2424 1.8614 -1.9625
H -1.1560 -1.5971 3.2120
H -1.4862 0.2565 -1.1048
H -0.7890 -2.1274 0.2792
H 3.6787 -0.0612 -0.1451
C 1.6916 -0.6402 -0.5491
N -1.0001 0.8888 -0.4502
H -1.4249 -0.1290 2.3397
C -0.4577 2.0806 -1.0895
H 0.1465 2.6827 -0.4607
S 0.2714 -0.1008 0.5667
C -1.4458 -1.2435 2.2133
H 3.0153 0.8242 -1.5753
H 1.2859 -0.7533 -1.5487
H 1.9744 -1.6118 -0.0509
*
```

- Max |F|: 3.44 eV Å⁻¹
- ΔE to the lowest compared entry with this formula, charge and spin: 451.7 kJ/mol
- HOMO-LUMO gap: 8.11 eV
- SMILES string: CC=[S@@](=O)(CC)NC



Entry 8:
# C6H10O

A single C6H10O molecule at a distorted geometry (ωB97M-V with the def2-TZVPD basis set, the Open Molecules 2025 dataset).

ORCA input file:
```
! wB97M-V def2-TZVPD RIJCOSX def2/J DEFGRID3
* xyz 0 1
C -1.3655 0.8502 -0.3701
H -2.0190 1.5040 0.2363
H -0.3366 -1.2312 -1.4882
H -0.0152 -2.3036 -0.1114
H 1.0630 1.1987 1.0432
H 2.3216 -0.3994 1.3996
O 1.9186 -1.1369 0.9224
C -0.0420 1.5463 -0.4132
C 1.0823 0.9014 0.0062
H 1.9001 -0.7502 -1.1064
C -1.1148 -0.4671 0.3840
H -0.6573 -0.2336 1.3485
H -2.0310 -1.0144 0.6080
H -1.8379 0.7387 -1.3451
H -0.0500 2.6351 -0.4817
C 1.2689 -0.5788 -0.2128
C -0.0852 -1.2594 -0.4191
*
```

- Max |F|: 2.80 eV Å⁻¹
- ΔE to the lowest compared entry with this formula, charge and spin: 249.7 kJ/mol
- HOMO-LUMO gap (spin up / spin down): 8.71 / 8.71 eV
- SMILES string: O[C@@H]1C=CCCC1



Entry 9:
# C46H84N10O2

12 unconnected molecules or ions with the total composition C46H84N10O2 at a distorted geometry (ωB97M-V with the def2-TZVPD basis set, the Open Molecules 2025 dataset).

ORCA input file:
```
! wB97M-V def2-TZVPD RIJCOSX def2/J DEFGRID3
* xyz -2 1
H -3.2643 -1.9450 0.5948
H 2.9623 4.0898 0.3419
H 2.3274 -0.9211 0.0675
C 1.2017 -2.1706 -3.3881
H 0.9745 -5.8324 2.9709
H 0.7547 -3.8453 1.5429
H 3.6347 -1.1688 5.3519
C -5.6639 -3.8099 2.2327
H -5.5353 -1.7489 1.5052
C 6.2682 1.4790 0.6293
H 5.3026 0.5594 -2.0565
H -0.4553 -0.3604 -4.7777
H -4.5828 2.0310 -1.2353
H -1.0321 3.7198 -3.7481
H 1.6319 3.4916 -0.6748
H 5.5843 -0.6168 3.1004
H -0.9092 0.1588 -1.4776
H -1.5787 -5.9608 3.5302
C -7.2034 2.1748 0.9256
H 0.5542 -0.0896 -6.1606
C 1.0717 3.2690 -3.5056
C -1.0692 -6.5355 2.7566
H -0.6419 5.8301 2.1358
H 0.5367 -6.2590 1.3399
H 3.6205 0.6028 -1.4932
H -3.4368 -0.7749 -2.0634
H 6.3598 1.4161 1.7119
C -0.1427 -4.3149 1.9508
H 2.2561 1.1889 2.1516
H 1.4670 2.2219 -5.3412
H 2.3504 -1.4767 -5.0542
C 1.5720 3.2389 -4.9485
H -5.6428 3.6074 0.5629
H -8.2624 2.0800 1.1684
H 1.7963 0.7785 -0.0571
H -0.9079 -4.2688 1.1720
N -6.4270 -0.4742 -1.2519
C -3.8798 1.1170 -3.0663
C 1.4295 3.0311 1.4294
H -6.7816 4.1645 1.7597
H 1.2955 4.2377 -3.0557
H -2.2264 5.9766 2.8776
C -6.7096 3.6087 0.8171
C 1.5146 -0.2588 -0.2647
H 1.4286 2.1744 3.3684
C 2.2807 3.2520 0.1698
H 1.7360 -1.2804 3.5957
H -2.9258 1.0270 -3.6015
C 5.0714 -3.4826 0.4668
H -4.5853 1.4784 -3.8191
H 2.3906 -4.3880 -1.5455
H 2.0324 -2.2589 -2.6908
H -2.7976 2.0086 -1.3853
H -6.5845 1.6028 2.9418
N 4.5216 2.9516 3.1924
C 2.1102 2.2145 2.5170
H -2.0692 4.4383 -1.2004
C -4.8638 -2.5297 1.9530
H -2.4966 6.4199 0.5000
C 5.2496 -1.2043 3.9612
H 1.5339 -0.3703 -1.3713
H -0.9261 1.2839 -0.1080
C -1.5661 4.5943 -0.2484
C 4.2129 -3.5687 -0.8017
H -6.8272 0.2970 1.8090
N -3.8524 1.1558 1.5204
H 1.6574 2.5201 -2.9640
H 5.9111 -1.0078 4.8037
H 4.8319 -3.9026 -1.6383
H -0.8179 -7.5459 3.0850
H -0.6225 2.8757 -2.2430
N 0.1646 4.7804 -6.5245
C 3.8060 -0.8747 4.3153
C -0.9627 0.2112 -0.3741
C -0.2766 -2.0213 -5.9763
H -4.3725 -0.9481 -3.5429
H -3.1086 -3.6072 1.1903
C -3.8262 -2.8430 0.8735
H -3.8545 3.1306 -2.2903
C 4.6324 0.9432 -1.2793
H -4.3049 -3.1529 -0.0821
H 1.8609 -0.2503 -3.9244
H -7.1720 4.2220 0.0395
H -0.6946 2.0039 -3.7756
H -0.6179 5.1035 -0.4711
H 1.1644 4.0265 1.7940
N -0.9312 -2.9737 4.0239
C 2.9165 -4.3494 -0.5878
H 3.9946 -2.5345 -1.0837
H 0.9928 -3.1778 -3.7607
C 0.1449 -0.6060 0.3321
C -4.9789 1.2387 1.6724
H 5.3288 -0.4052 0.3039
C 3.1702 -5.7101 -0.1300
C -0.3995 2.9449 -3.3050
C -3.7360 2.1047 -1.9233
C -5.4467 -0.3974 -1.8419
O 0.1488 -0.4615 1.6719
H 0.3126 -1.8773 -2.8215
H -0.0981 -1.6642 0.0210
H 7.1793 1.0672 0.1846
C -1.5316 4.0463 2.7524
N -1.4814 2.9800 3.1749
C -0.5495 -3.5274 3.1047
H -6.4956 -3.6974 2.9347
H 2.2755 -3.7765 0.0818
H 2.9003 2.3937 -0.0892
C 2.9399 -3.0214 3.4437
H 3.6048 0.1939 4.2340
N 3.4058 -6.7670 0.2406
C -1.6394 5.3853 2.1703
H -3.3271 4.9709 0.8739
H 4.2225 0.8006 0.7884
H 5.3912 -2.2468 3.6655
C 0.7814 4.1052 -5.8332
H 2.9911 -1.2967 2.3628
H -6.0623 -4.2732 1.3124
H 4.5601 -2.9008 1.2286
C 1.4946 -1.1289 -4.4612
C -2.3151 5.3874 0.8148
H -4.9700 -4.5441 2.6644
H -1.3088 3.6042 0.1428
N 3.1059 -4.1595 3.4795
C 2.7748 -1.5578 3.4058
H -7.0902 1.7594 -0.0802
H 6.0142 -2.9885 0.2120
H -1.7902 -6.6781 1.9431
H 4.6225 2.0259 -1.4492
O -4.2496 -2.0026 3.0452
C 3.4575 2.6503 2.8836
H 5.3431 -4.4627 0.8576
C 0.3290 -0.8275 -5.3919
C 6.2060 2.8860 0.2433
H 2.6262 3.4886 -5.0519
N -0.7538 -2.9498 -6.4485
C 0.1558 -5.7858 2.2487
N 6.1457 3.9855 -0.0969
C 5.0883 0.6415 0.1358
C -4.2284 -0.3174 -2.6661
C -6.4124 1.3048 1.9046
H 0.5236 2.4679 1.1963
H -1.9371 -0.0859 0.0210
*
```

- Max |F|: 1.85 eV Å⁻¹
- ΔE to the lowest compared entry with this formula, charge and spin: 0.0 kJ/mol
- HOMO-LUMO gap: 3.42 eV